A 7-piece molecular cluster, C18H54ClO28P6 overall. Source: the Open Molecules 2025 dataset; level of theory: wB97M-V/def2-TZVPD.

As for the total charge: -1. As for the HOMO energy: -5.75 eV. For the gap between HOMO and LUMO, the calculation gives 7.56 eV. For the energy, the calculation gives -145130.8580 eV. Its energy relative to the best compared isomer or geometry (same formula, charge and spin) is 145.1 kcal/mol.

Cartesian coordinates (Å):
Cl -1.9489 -2.2218 -1.5020
O -0.5951 -2.7369 -1.2318
O -2.8835 -3.2775 -1.1823
O -2.1951 -1.1092 -0.7265
O -2.0792 -1.7716 -2.8552
C -2.8097 2.2883 6.1889
O -2.4606 2.5609 7.5889
P -1.1603 3.4634 7.8866
O -1.2531 4.7441 7.1531
O -1.2164 3.5520 9.5431
C -1.2230 2.3441 10.3299
O 0.1133 2.4864 7.5604
C 1.4227 3.1043 7.5049
H -2.7169 1.2135 6.0333
H -2.0782 2.6788 5.4814
H -3.8536 2.5607 6.0339
H -0.8001 1.4616 9.8500
H -2.1604 2.0558 10.8055
H -0.4961 2.5113 11.1247
H 2.2817 2.4354 7.5574
H 1.6525 3.9336 8.1740
H 1.5273 3.5676 6.5239
C -7.5739 2.1397 -6.0900
O -8.9288 2.5019 -6.4278
P -9.3648 3.9187 -7.0594
O -8.2974 4.7940 -7.6114
O -10.4683 3.5439 -8.1984
C -10.0372 2.6991 -9.2202
O -10.3286 4.5952 -5.9627
C -9.7555 4.9373 -4.6803
H -7.5281 2.3127 -5.0148
H -6.8900 2.7952 -6.6293
H -7.2897 1.0969 -6.2311
H -10.6014 1.7689 -9.1529
H -9.0071 2.3610 -9.1078
H -10.1585 3.0634 -10.2403
H -9.9435 6.0102 -4.6424
H -8.6726 4.8290 -4.6201
H -10.2634 4.4662 -3.8388
C 9.0638 -3.2809 4.1184
O 7.8577 -3.5362 3.6083
P 6.5982 -2.4661 3.8699
O 6.6255 -1.8716 5.2017
O 6.5291 -1.4722 2.5520
C 5.4327 -0.9932 1.8950
O 5.2996 -3.3503 3.6777
C 4.0612 -3.0162 4.3877
H 9.4693 -4.1688 4.6035
H 9.1751 -2.4221 4.7803
H 9.7242 -3.1394 3.2629
H 5.5124 0.0929 1.8499
H 4.5455 -1.1750 2.5015
H 5.3228 -1.4214 0.8986
H 3.3204 -2.5984 3.7061
H 4.2855 -2.3147 5.1913
H 3.8291 -4.0011 4.7929
C 2.8928 8.8809 -3.1550
O 2.7558 7.4622 -3.2413
P 2.6461 6.5223 -1.9467
O 3.9642 6.1487 -1.3203
O 1.7993 7.4846 -0.9940
C 1.3086 6.9890 0.2105
O 1.6822 5.2817 -2.5059
C 2.1942 4.1741 -3.2545
H 3.5229 9.2661 -2.3533
H 1.9404 9.4003 -3.2620
H 3.5962 9.2800 -3.8857
H 1.4561 7.7831 0.9424
H 1.9170 6.1670 0.5878
H 0.3493 6.4721 0.2371
H 1.4892 4.0178 -4.0709
H 2.1926 3.3032 -2.5990
H 3.1594 4.4490 -3.6800
C 6.0786 0.8278 -11.7392
O 5.2174 0.2747 -10.8873
P 3.8342 -0.4169 -11.3997
O 3.9297 -1.7235 -12.1209
O 3.1866 0.8222 -12.2432
C 2.7858 1.9463 -11.5287
O 2.9372 -0.5733 -10.0466
C 2.9695 -1.6480 -9.0666
H 5.6771 1.8228 -11.9313
H 6.3162 0.2567 -12.6367
H 7.0018 0.8358 -11.1598
H 1.7190 2.0316 -11.7358
H 3.3458 2.8183 -11.8666
H 2.7380 1.8882 -10.4413
H 2.9890 -2.5891 -9.6162
H 2.0087 -1.6430 -8.5518
H 3.7715 -1.5506 -8.3349
C -3.4492 -9.7287 10.7425
O -3.2933 -9.6817 9.3061
P -1.7906 -9.3295 8.7554
O -0.8671 -8.8365 9.8373
O -1.9954 -8.4023 7.4224
C -1.9093 -8.7494 6.0503
O -1.2681 -10.6663 8.0300
C -0.5411 -11.6663 8.7047
H -2.9037 -10.5863 11.1362
H -4.4631 -9.9843 11.0502
H -2.9981 -8.8288 11.1605
H -2.7248 -9.4368 5.8252
H -1.0090 -9.3387 5.8761
H -1.9111 -8.0058 5.2534
H -0.0180 -11.3471 9.6061
H 0.3078 -11.8487 8.0458
H -1.1482 -12.5682 8.7830

***

A 9-piece molecular cluster, C18H54O9 overall. Source: the Open Molecules 2025 dataset; level of theory: wB97M-V/def2-TZVPD.

As for the HOMO energy: -9.44 eV. For the gap between HOMO and LUMO, the calculation gives 9.76 eV. For the energy, the calculation gives -37965.7662 eV. Its energy relative to the best compared isomer or geometry (same formula, charge and spin) is 94.5 kcal/mol.

Cartesian coordinates (Å):
C -0.0187 -2.7563 3.9785
C 1.1682 -3.6071 4.4282
O 2.2708 -2.7838 4.1987
H 0.0996 -2.3070 2.9925
H -0.1361 -1.8626 4.5913
H -0.8535 -3.4307 4.1694
H 1.2240 -4.5384 3.8646
H 1.2369 -3.9670 5.4548
H 2.9730 -2.9891 4.8202
C 2.6304 4.5047 0.9752
C 2.3099 3.3691 0.0182
O 1.2370 2.6791 0.4576
H 3.4782 5.0188 0.5224
H 2.8632 4.1780 1.9887
H 1.7713 5.1753 0.9579
H 3.1389 2.6623 -0.0173
H 2.0901 3.8282 -0.9456
H 1.2273 1.8188 0.0318
C -1.7023 3.7023 2.3843
C -1.1899 4.9342 1.8385
O -0.5161 5.7149 2.8083
H -0.9604 3.0671 2.8681
H -2.3048 3.0999 1.7045
H -2.3818 3.8385 3.2255
H -2.0195 5.5781 1.5468
H -0.5560 4.8096 0.9606
H -1.1130 5.8572 3.5466
C -0.5913 -4.7379 1.0445
C -0.8780 -6.0235 1.8092
O -0.0749 -7.0864 1.2802
H -1.2032 -3.8857 1.3402
H -0.6774 -4.9307 -0.0249
H 0.4563 -4.4947 1.2219
H -1.9389 -6.2730 1.8257
H -0.6110 -5.9494 2.8634
H -0.1719 -7.7108 2.0030
C -2.8700 -1.7646 -2.9594
C -3.3414 -1.5330 -4.4259
O -2.9688 -0.2510 -4.8691
H -1.7939 -1.7186 -2.7925
H -3.2999 -2.7020 -2.6065
H -3.2945 -0.9253 -2.4083
H -4.3994 -1.6026 -4.6787
H -2.9258 -2.3273 -5.0461
H -3.2458 0.3028 -4.1354
C 1.7245 0.4348 -3.6757
C 0.3614 1.0060 -3.7699
O -0.1068 0.8820 -5.1242
H 1.6679 -0.6189 -3.9486
H 2.1405 0.5176 -2.6716
H 2.3372 1.0408 -4.3432
H 0.3395 2.0273 -3.3899
H -0.3832 0.5342 -3.1287
H -1.0064 0.5847 -4.9697
C -2.2428 4.9990 -3.1244
C -1.4666 4.4553 -1.9329
O -1.5878 3.0368 -1.9372
H -2.1096 6.0631 -3.3195
H -3.3248 4.9092 -3.0277
H -1.8244 4.5437 -4.0220
H -1.8203 4.8361 -0.9748
H -0.4247 4.6947 -2.1457
H -1.0044 2.7154 -1.2459
C 4.5663 -3.0005 0.9938
C 3.1168 -3.3765 1.0636
O 2.3324 -2.2560 1.3511
H 4.8085 -2.6014 1.9788
H 4.6611 -2.1461 0.3236
H 5.3085 -3.7606 0.7499
H 2.9331 -4.2136 1.7371
H 2.7971 -3.7648 0.0966
H 2.1230 -2.1381 2.2805
C -1.5107 0.3666 0.2106
C -0.3977 -0.5963 0.6423
O 0.8293 -0.1839 0.0327
H -1.7615 0.2234 -0.8405
H -1.2609 1.4268 0.1713
H -2.4277 0.2730 0.7925
H -0.7377 -1.5263 0.1867
H -0.2582 -0.6034 1.7233
H 1.4724 -0.7646 0.4460

***

A 9-piece molecular cluster, C18H54O9 overall. Source: the Open Molecules 2025 dataset; level of theory: wB97M-V/def2-TZVPD.

As for the HOMO energy: -9.42 eV. For the gap between HOMO and LUMO, the calculation gives 9.52 eV. For the energy, the calculation gives -37964.4135 eV. Its energy relative to the best compared isomer or geometry (same formula, charge and spin) is 125.7 kcal/mol.

Cartesian coordinates (Å):
C 9.1927 -17.8992 16.2928
C 9.2984 -18.8701 15.0837
O 9.2904 -18.0384 13.9194
H 10.1319 -17.3493 16.3539
H 9.2308 -18.4111 17.2543
H 8.4219 -17.1287 16.2721
H 8.4172 -19.5025 14.9754
H 10.2246 -19.4433 15.1250
H 8.4561 -18.1185 13.4514
C 11.7310 -27.6713 20.6687
C 12.8052 -27.0152 19.7942
O 12.2630 -26.8941 18.4011
H 11.1580 -26.8006 20.9878
H 12.1242 -28.0471 21.6132
H 11.1195 -28.3816 20.1123
H 13.7850 -27.4871 19.8677
H 12.9722 -25.9874 20.1163
H 12.1466 -27.7457 17.9735
C 12.9539 -18.9955 17.6788
C 14.3295 -19.5917 17.9711
O 15.2807 -18.5659 18.1482
H 12.2164 -19.7207 18.0230
H 12.8360 -18.6756 16.6435
H 12.5959 -18.2018 18.3344
H 14.6768 -20.1996 17.1356
H 14.2083 -20.2136 18.8580
H 16.1462 -18.8920 17.8907
C 7.6004 -21.3091 17.4859
C 6.1497 -21.2412 17.2438
O 5.5393 -20.8621 18.4306
H 7.9971 -20.3016 17.6106
H 8.1387 -21.7772 16.6617
H 7.8276 -21.9236 18.3570
H 5.7762 -22.1521 16.7761
H 5.8459 -20.3937 16.6292
H 5.1726 -21.6195 18.8927
C 14.1258 -23.1866 14.6185
C 13.0608 -24.2312 14.3340
O 11.8382 -23.6130 14.5813
H 14.2636 -22.7047 15.5864
H 14.0034 -22.3902 13.8844
H 15.0881 -23.6656 14.4378
H 13.3514 -25.0428 15.0012
H 13.0568 -24.7165 13.3580
H 11.7421 -23.5547 15.5347
C 6.7129 -26.1076 19.3410
C 6.7135 -24.6058 18.9968
O 5.4405 -24.2216 18.4780
H 7.6872 -26.4046 19.7292
H 6.6168 -26.7817 18.4899
H 5.8486 -26.3361 19.9646
H 7.4502 -24.2298 18.2869
H 7.1304 -23.9922 19.7954
H 5.3951 -24.7663 17.6888
C 11.0505 -22.0144 17.1276
C 11.2445 -23.2633 17.9453
O 12.1137 -24.0861 17.1732
H 10.5826 -21.1259 17.5516
H 10.5327 -22.2194 16.1907
H 12.0458 -21.7677 16.7579
H 10.2564 -23.6747 18.1511
H 11.7992 -23.0464 18.8582
H 12.3274 -24.8638 17.6938
C 11.6968 -22.1866 22.4726
C 13.2250 -22.1999 22.3919
O 13.5829 -22.2867 21.0557
H 11.3518 -21.2339 22.0710
H 11.3797 -22.2866 23.5107
H 11.3421 -23.0704 21.9423
H 13.5643 -23.1193 22.8689
H 13.5809 -21.2666 22.8282
H 14.0760 -23.1025 20.9420
C 9.7822 -27.0971 15.1399
C 8.6394 -26.7433 16.1002
O 8.0196 -27.8950 16.5951
H 10.5517 -26.3390 14.9943
H 9.2485 -27.1061 14.1896
H 10.1489 -28.1156 15.2672
H 7.8048 -26.1711 15.6952
H 9.0311 -26.0992 16.8875
H 8.4934 -28.1019 17.4040

***

A 9-piece molecular cluster, C18H54O9 overall. Source: the Open Molecules 2025 dataset; level of theory: wB97M-V/def2-TZVPD.

As for the HOMO energy: -10.01 eV. For the gap between HOMO and LUMO, the calculation gives 10.16 eV. For the energy, the calculation gives -37965.3374 eV. Its energy relative to the best compared isomer or geometry (same formula, charge and spin) is 104.4 kcal/mol.

Cartesian coordinates (Å):
C -0.5067 0.6571 0.3614
C -0.5058 1.6243 -0.7928
O 0.6020 1.3143 -1.6422
H -0.8197 -0.3504 0.0872
H -1.1859 1.0307 1.1276
H 0.5142 0.5568 0.7299
H -0.4717 2.6527 -0.4331
H -1.4429 1.5219 -1.3399
H 0.2634 1.0414 -2.4980
C 1.9102 1.5887 -7.6316
C 0.4188 1.6099 -7.4759
O -0.0204 0.7216 -6.4742
H 2.2588 0.5618 -7.7412
H 2.3446 1.9136 -6.6862
H 2.2212 2.2672 -8.4260
H -0.0878 1.3912 -8.4159
H 0.1144 2.6158 -7.1867
H -0.9404 0.5820 -6.7103
C -6.9066 0.9871 1.4569
C -8.4041 1.2405 1.3810
O -8.6995 1.1758 -0.0358
H -6.6996 -0.0622 1.2464
H -6.5872 1.1983 2.4774
H -6.3805 1.6627 0.7824
H -8.6955 2.1924 1.8248
H -8.9342 0.4397 1.8966
H -9.6449 1.2226 -0.1962
C 5.6681 -3.3952 -1.8293
C 4.4232 -2.4822 -1.8069
O 4.8266 -1.1441 -1.4653
H 6.2076 -3.3461 -0.8834
H 6.4062 -3.1259 -2.5847
H 5.4476 -4.4380 -2.0575
H 3.6991 -2.8686 -1.0897
H 3.8859 -2.5032 -2.7551
H 4.0529 -0.5887 -1.5861
C -1.6256 -2.1743 7.3476
C -0.8011 -1.0213 6.9218
O -1.2442 0.1579 7.5841
H -1.4627 -2.3585 8.4095
H -1.3393 -3.0181 6.7198
H -2.6794 -1.9527 7.1784
H -0.9080 -0.9043 5.8433
H 0.2680 -1.1453 7.0937
H -0.8662 0.9098 7.1223
C -2.6629 9.7815 -3.4174
C -2.2702 9.1509 -2.0495
O -2.9229 9.9489 -1.1059
H -2.5111 9.2624 -4.3637
H -2.1867 10.7541 -3.5414
H -3.7237 10.0235 -3.4815
H -1.1992 9.2599 -1.8790
H -2.5598 8.1100 -1.9050
H -3.6118 9.4057 -0.7163
C -1.1685 -4.3834 -3.0972
C -2.4043 -4.7670 -3.8703
O -2.7922 -6.0721 -3.5549
H -0.3844 -5.1309 -3.2180
H -1.2517 -4.3322 -2.0116
H -0.7793 -3.4008 -3.3637
H -2.2809 -4.7313 -4.9527
H -3.2503 -4.0930 -3.7353
H -3.5050 -6.3015 -4.1556
C 5.8727 1.4100 5.3490
C 5.6337 1.4752 3.8264
O 6.2875 0.3840 3.1671
H 5.4759 0.4544 5.6919
H 5.3662 2.2293 5.8593
H 6.9174 1.4834 5.6512
H 5.9681 2.3940 3.3446
H 4.5745 1.3783 3.5881
H 6.0011 0.3118 2.2537
C 2.7874 -6.3336 2.4783
C 2.3018 -5.1134 3.2588
O 2.1245 -5.4353 4.6094
H 2.0923 -7.1595 2.6295
H 3.7595 -6.6335 2.8697
H 2.8365 -6.1306 1.4085
H 1.3637 -4.7932 2.8055
H 3.0708 -4.3525 3.1256
H 1.3586 -6.0123 4.6546